C24H30N4O5 | ωB97M-V/def2-TZVPD

Geometry (Å):
C1 -2.718 -1.832 -2.239
H1 -3.144 -1.861 -3.207
H2 -3.772 -1.962 -1.605
H3 -2.077 -2.542 -2.021
C2 -2.110 -0.191 -1.874
C3 -3.024 0.745 -2.128
H4 -3.311 0.700 -3.127
H5 -4.032 0.668 -1.507
H6 -2.726 1.780 -2.010
C4 -0.916 -0.092 -2.875
C5 0.159 -1.219 -3.017
N1 0.681 -1.166 -1.638
C6 0.773 -2.236 -0.685
O1 0.346 -3.543 -1.328
C7 1.282 -2.212 0.591
N2 1.038 -1.233 1.350
C8 1.810 -0.063 1.540
O2 2.940 -0.141 0.946
C9 0.970 1.176 1.928
H7 0.136 1.164 1.624
C10 1.886 2.467 1.280
C11 2.086 2.065 -0.328
O3 1.078 1.515 -0.891
N3 3.182 2.611 -0.829
C12 3.239 2.847 -2.239
N4 4.554 3.330 -2.252
C13 5.204 3.493 -3.380
C14 4.362 2.768 -4.703
C15 3.418 2.133 -4.418
C16 2.796 2.068 -3.065
H8 1.729 1.608 -2.993
H9 2.718 1.836 -5.235
H10 4.900 2.845 -5.599
H11 6.121 4.022 -3.546
H12 3.810 3.237 -0.143
H13 1.302 3.183 1.424
H14 2.797 2.525 1.724
H15 1.366 1.037 3.029
C17 -0.334 -1.313 1.996
C18 -0.381 -1.018 3.212
C19 -1.563 -1.169 4.170
C20 -2.584 -1.710 3.245
C21 -2.540 -1.926 2.022
C22 -1.314 -1.783 1.465
H16 -1.364 -2.128 0.260
H17 -3.572 -2.392 1.717
O4 -3.966 -1.648 4.116
C23 -4.062 -0.932 5.390
C24 -2.962 -1.142 5.982
H18 -2.812 -0.661 6.855
O5 -1.759 -0.686 5.350
H19 -2.805 -2.239 6.204
H20 -5.189 -1.289 5.774
H21 -4.105 0.091 5.101
H22 0.444 -0.681 4.074
H23 1.125 -3.474 1.102
H24 2.437 -2.169 0.528
H25 1.098 -0.392 -1.111
H26 0.978 -0.911 -3.551
H27 -0.034 -2.412 -2.993
H28 -1.309 0.004 -3.881
H29 -0.479 0.788 -2.630
H30 -1.804 -0.339 -0.950

## Properties
Energy above the lowest of the compared OMol25 structures with the same formula, charge and spin ... 26.067 eV
E_HOMO ... -8.3 eV
Largest force on an atom ... 18.73 eV/Å


C23H42CaCl2N2O3P | ωB97M-V/def2-TZVPD

Geometry (Å):
O1 2.787 -0.548 -1.177
C1 3.508 -0.023 -2.042
C2 4.773 -0.711 -2.482
C3 5.360 -1.591 -1.552
H1 4.842 -1.766 -0.593
C4 6.566 -2.240 -1.844
H2 7.045 -2.849 -1.065
C5 7.160 -2.096 -3.104
H3 8.104 -2.617 -3.331
C6 6.539 -1.282 -4.061
H4 7.010 -1.193 -5.043
C7 5.353 -0.595 -3.767
H5 4.876 0.029 -4.524
H6 3.198 0.961 -2.511
C8 3.564 3.123 -1.228
C9 2.219 2.790 -1.700
H7 3.826 4.194 -1.285
H8 4.276 2.551 -1.849
H9 3.733 2.785 -0.182
C10 1.008 3.221 -1.408
C11 0.657 4.611 -0.826
H10 0.111 2.616 -1.576
H11 1.476 5.320 -1.036
H12 0.533 4.604 0.270
H13 -0.276 5.005 -1.257
Ca1 0.635 -0.529 -0.324
Cl1 2.185 -0.512 1.755
Cl2 0.704 -0.978 -3.071
C12 -0.064 1.690 2.165
O2 -0.546 1.049 1.196
N1 -0.800 2.426 3.015
C13 -2.241 2.539 2.829
C14 -0.329 2.832 4.339
H14 1.021 1.671 2.381
H15 -2.488 2.429 1.768
H16 -2.556 3.523 3.192
H17 -2.772 1.765 3.407
H18 0.763 2.865 4.338
H19 -0.670 2.130 5.120
H20 -0.729 3.828 4.574
H21 -4.443 0.843 -2.617
H22 -3.647 -1.267 -4.319
C15 -3.428 1.224 -2.820
C16 -2.774 -0.597 -4.410
N2 -2.544 0.127 -3.165
H23 -3.030 1.739 -1.934
C17 -1.792 -0.419 -2.209
O3 -1.556 0.091 -1.089
H24 -1.879 -1.189 -4.631
H25 -1.380 -1.419 -2.460
H26 -3.479 1.911 -3.667
H27 -2.966 0.116 -5.214
C18 -4.340 -1.111 0.763
C19 -3.127 -1.049 1.693
P1 -1.745 -2.231 1.302
C20 -0.692 -2.312 2.852
C21 -1.264 -1.702 4.125
C22 -2.614 -3.871 1.450
C23 -3.379 -4.143 2.745
H28 -4.092 -0.765 -0.247
H29 -5.129 -0.459 1.166
H30 -4.751 -2.124 0.680
H31 -2.671 -0.042 1.640
H32 -3.418 -1.233 2.742
H33 -0.512 -3.390 3.003
H34 0.280 -1.840 2.595
H35 -2.176 -2.223 4.458
H36 -0.514 -1.775 4.927
H37 -1.499 -0.633 3.996
H38 -3.273 -3.985 0.573
H39 -1.795 -4.602 1.348
H40 -4.185 -3.413 2.919
H41 -3.839 -5.139 2.679
H42 -2.708 -4.141 3.615

## Properties
Net charge ... -1
Energy above the lowest of the compared OMol25 structures with the same formula, charge and spin ... 0.834 eV
E_HOMO ... -1.3 eV
Largest force on an atom ... 2.85 eV/Å


C2HClN2S | ωB97M-V/def2-TZVPD

Geometry (Å):
C1 1.170 0.012 -0.009
C2 0.960 -1.351 0.019
N1 0.148 0.889 0.021
N2 -0.938 0.293 0.005
S1 -1.150 -1.422 0.011
Cl1 -2.313 1.257 0.007
H1 2.124 0.323 -0.054

## Properties
Spin multiplicity ... 3
Expectation value of S² ... 2.04
Energy above the lowest of the compared OMol25 structures with the same formula, charge and spin ... 3.092 eV
E_HOMO (alpha / beta) ... -7.1 / -9.8 eV
Largest force on an atom ... 5.05 eV/Å


C5H7ClN2S | ωB97M-V/def2-TZVPD

Geometry (Å):
C1 0.615 0.098 -0.394
C2 -0.492 -1.349 -0.111
C3 -0.182 1.031 0.080
C4 -0.176 -2.701 -0.544
C5 0.028 2.468 0.252
N1 -1.531 -0.830 0.362
N2 -1.424 0.485 0.447
S1 2.217 -0.075 -0.926
Cl1 3.139 0.579 0.841
H1 -0.531 -3.403 0.287
H2 -0.710 -2.919 -1.423
H3 0.928 -2.830 -0.644
H4 -0.339 2.832 1.171
H5 1.025 2.684 0.236
H6 -0.521 2.973 -0.692
H7 -2.046 0.957 1.059

## Properties
Energy above the lowest of the compared OMol25 structures with the same formula, charge and spin ... 0.401 eV
E_HOMO ... -8.5 eV
Largest force on an atom ... 5.77 eV/Å
SMILES ... Cc1n[nH]c(C)c1SCl


C21H22N2O5S | ωB97M-V/def2-TZVPD

Geometry (Å):
C1 -4.575 3.744 -0.531
C2 -3.130 3.354 -0.578
C3 -2.516 2.791 0.530
C4 -1.174 2.431 0.500
C5 -0.411 2.640 -0.655
C6 -1.033 3.220 -1.751
C7 -2.370 3.571 -1.721
H1 -2.828 4.015 -2.593
H2 -0.459 3.388 -2.650
C8 1.034 2.235 -0.717
H3 1.151 1.181 -0.466
H4 1.635 2.824 -0.022
H5 1.424 2.394 -1.719
N1 -0.594 1.877 1.650
S1 -1.248 0.629 2.542
O1 -0.360 0.471 3.659
O2 -2.631 0.881 2.793
C9 -1.056 -0.820 1.503
C10 -1.301 -0.753 0.147
C11 -0.993 -1.830 -0.664
C12 -0.452 -2.985 -0.103
C13 -0.279 -3.068 1.280
C14 -0.569 -1.981 2.077
H6 -0.395 -2.003 3.141
H7 0.113 -3.981 1.700
O3 -0.037 -4.066 -0.829
C15 0.257 -3.843 -2.195
H8 -0.642 -3.646 -2.787
H9 0.713 -4.771 -2.551
C16 1.244 -2.677 -2.363
O4 1.148 -1.849 -3.240
N2 2.208 -2.679 -1.423
H10 2.207 -3.408 -0.725
C17 3.111 -1.563 -1.211
C18 3.171 -1.211 0.237
C19 4.153 -1.409 1.163
C20 3.640 -0.934 2.395
C21 2.383 -0.488 2.134
O5 2.088 -0.650 0.829
H11 1.626 -0.070 2.770
H12 4.141 -0.927 3.341
H13 5.121 -1.832 0.988
H14 4.118 -1.819 -1.556
H15 2.727 -0.735 -1.815
H16 -1.158 -1.747 -1.725
H17 -1.713 0.145 -0.285
H18 0.409 1.794 1.619
H19 -3.076 2.604 1.432
H20 -4.666 4.816 -0.351
H21 -5.066 3.522 -1.477
H22 -5.089 3.220 0.269

## Properties
Energy above the lowest of the compared OMol25 structures with the same formula, charge and spin ... 1.675 eV
E_HOMO ... -8.5 eV
Largest force on an atom ... 0.93 eV/Å
SMILES ... Cc1ccc(C)c(NS(=O)(=O)c2ccc(OCC(=O)NCc3ccco3)cc2)c1


C3H12O3Rb | ωB97M-V/def2-TZVPD

Geometry (Å):
Rb1 -2.637 -0.426 -2.186
C1 1.098 0.502 1.774
O1 -0.217 0.035 1.516
H1 1.901 -0.302 1.632
H2 1.280 1.395 1.231
H3 1.106 0.661 2.860
H4 -0.219 -0.406 0.653
C2 -0.621 2.573 -0.714
O2 -1.334 1.352 -0.512
H5 0.430 2.363 -1.054
H6 -1.054 3.251 -1.390
H7 -0.478 3.093 0.243
H8 -1.214 1.004 0.384
C3 0.412 -2.843 -0.603
O3 -0.327 -1.543 -0.649
H9 1.428 -2.812 -0.212
H10 -0.252 -3.477 -0.027
H11 0.552 -3.325 -1.580
H12 0.147 -1.095 -1.367

## Properties
Net charge ... +1
Energy above the lowest of the compared OMol25 structures with the same formula, charge and spin ... 0.721 eV
E_HOMO ... -13.4 eV
Largest force on an atom ... 3.14 eV/Å


C33H39BN6NaPS4Sb | ωB97M-V/def2-TZVPD

Geometry (Å):
Na1 2.160 -0.107 -1.214
N1 4.578 -3.205 -3.754
C1 4.836 -4.497 -3.262
C2 5.684 -5.403 -3.926
C3 6.105 -6.526 -3.333
C4 5.669 -6.893 -2.028
C5 4.940 -5.943 -1.314
C6 4.413 -4.796 -1.939
S1 3.405 -3.698 -1.044
N2 3.261 -2.391 -1.944
C7 3.882 -2.239 -3.066
C8 3.841 -0.915 -3.770
C9 4.842 -0.680 -4.749
C10 4.735 0.479 -5.480
C11 3.521 1.218 -5.439
C12 2.566 0.826 -4.543
N3 2.758 -0.131 -3.626
H1 4.534 -3.050 -4.774
H2 5.883 -5.183 -5.011
H3 6.787 -7.159 -3.838
H4 5.846 -7.959 -1.679
H5 4.853 -5.912 -0.248
H6 5.758 -1.306 -4.821
H7 5.599 0.769 -6.054
H8 3.355 2.123 -6.022
H9 1.626 1.266 -4.481
S2 3.657 -3.192 2.236
Sb1 1.383 -2.597 2.583
S3 0.186 -2.589 0.303
S4 0.544 -0.764 1.126
B1 -0.899 3.930 -1.929
C13 0.107 2.748 -1.647
N4 0.874 1.911 -1.347
H10 -1.827 3.662 -2.690
H11 -1.385 4.119 -0.877
H12 -0.199 4.861 -2.311
N5 0.821 3.456 3.449
C14 1.639 2.714 3.088
C15 2.677 1.877 2.662
C16 3.383 1.227 3.646
C17 4.321 0.277 3.272
C18 4.431 -0.073 1.928
N6 3.806 0.588 0.932
C19 2.996 1.604 1.317
H13 3.237 1.495 4.718
H14 4.872 -0.237 4.041
H15 5.072 -0.937 1.696
H16 2.581 2.219 0.439
C20 -5.953 1.021 2.908
C21 -5.164 -0.131 2.342
C22 -5.960 -0.852 1.190
C23 -5.011 -1.296 3.389
P1 -3.565 0.417 1.567
C24 -4.208 1.479 0.260
C25 -4.646 2.811 0.460
C26 -5.343 3.398 -0.605
C27 -5.306 2.931 -1.886
C28 -4.649 1.732 -2.097
C29 -4.217 0.920 -1.039
C30 -2.560 1.511 2.836
C31 -1.643 0.539 3.566
C32 -1.736 2.467 1.910
C33 -3.191 2.379 3.991
H17 -6.691 0.658 3.645
H18 -6.529 1.508 2.086
H19 -5.267 1.750 3.360
H20 -6.891 -1.308 1.570
H21 -5.242 -1.620 0.800
H22 -6.161 -0.144 0.353
H23 -6.074 -1.701 3.589
H24 -4.718 -0.797 4.326
H25 -4.347 -2.132 3.112
H26 -4.555 3.305 1.458
H27 -5.965 4.315 -0.372
H28 -5.634 3.539 -2.738
H29 -4.444 1.560 -3.142
H30 -3.536 0.078 -1.128
H31 -1.310 -0.230 2.838
H32 -1.975 -0.041 4.469
H33 -0.704 1.109 3.830
H34 -1.203 1.884 1.101
H35 -0.923 2.934 2.456
H36 -2.370 3.201 1.320
H37 -2.537 3.221 4.301
H38 -3.304 1.784 4.945
H39 -4.182 2.813 3.758

## Properties
Spin multiplicity ... 2
Net charge ... -2
Expectation value of S² ... 0.77
Energy above the lowest of the compared OMol25 structures with the same formula, charge and spin ... 3.828 eV
E_HOMO (alpha / beta) ... 0.4 / -1.6 eV
Largest force on an atom ... 3.76 eV/Å


C36H96N6O12 | ωB97M-V/def2-TZVPD

Geometry (Å):
C1 -1.997 5.509 -0.891
C2 -2.261 5.505 0.621
O1 -1.344 6.339 1.258
H1 -2.389 6.376 -1.424
H2 -2.470 4.629 -1.326
H3 -0.913 5.468 -0.996
H4 -2.216 4.497 1.032
H5 -3.305 5.792 0.748
H6 -1.712 7.222 1.180
C3 3.438 -4.950 3.114
C4 4.675 -5.098 2.187
O2 5.121 -3.797 1.766
H7 2.955 -5.925 3.177
H8 2.668 -4.389 2.583
H9 3.688 -4.556 4.099
H10 4.372 -5.664 1.306
H11 5.505 -5.572 2.712
H12 5.804 -3.489 2.366
C5 0.527 -4.700 5.559
C6 -0.759 -5.436 5.616
O3 -1.787 -4.616 6.174
H13 0.546 -4.316 6.578
H14 0.494 -3.766 4.997
H15 1.299 -5.436 5.333
H16 -0.747 -6.403 6.118
H17 -0.952 -5.495 4.545
H18 -2.543 -5.129 6.469
C7 1.386 -1.531 2.407
O4 0.077 -1.819 1.908
C8 -0.920 -0.951 2.328
C9 -1.981 -0.878 1.225
N1 -1.936 0.317 0.438
C10 -0.838 0.226 -0.563
C11 -0.717 1.665 -1.187
O5 0.687 2.041 -1.145
C12 0.971 2.519 0.193
H19 1.475 -2.084 3.342
H20 1.613 -0.466 2.451
H21 2.039 -1.952 1.642
H22 -0.433 -0.011 2.585
H23 -1.407 -1.389 3.199
H24 -2.878 -0.769 1.834
H25 -2.109 -1.751 0.586
H26 -1.837 1.090 1.081
H27 -1.203 -0.484 -1.306
H28 0.107 -0.164 -0.187
H29 -1.392 2.414 -0.772
H30 -1.064 1.667 -2.221
H31 0.413 3.444 0.341
H32 2.024 2.737 0.367
H33 0.610 1.910 1.022
C13 4.493 1.507 -8.481
O6 3.668 0.897 -7.477
C14 2.277 0.767 -7.865
C15 1.436 0.037 -6.785
N2 0.984 1.012 -5.799
C16 0.428 0.542 -4.541
C17 -0.818 -0.348 -4.657
O7 -1.723 -0.248 -3.514
C18 -2.938 -0.858 -3.654
H34 4.077 2.487 -8.713
H35 4.552 0.898 -9.383
H36 5.494 1.680 -8.086
H37 2.226 0.132 -8.750
H38 1.791 1.691 -8.177
H39 2.055 -0.747 -6.348
H40 0.723 -0.533 -7.382
H41 1.551 1.845 -5.729
H42 0.188 1.380 -3.886
H43 1.192 0.041 -3.947
H44 -0.481 -1.367 -4.845
H45 -1.439 0.144 -5.405
H46 -3.645 -0.154 -4.093
H47 -3.200 -1.218 -2.660
H48 -2.913 -1.770 -4.251
C19 1.324 -3.489 -1.275
O8 2.526 -3.670 -1.945
C20 3.643 -3.279 -1.207
C21 4.911 -3.604 -2.065
N3 4.743 -3.289 -3.456
C22 5.983 -3.459 -4.236
C23 5.938 -2.773 -5.667
O9 4.888 -3.477 -6.298
C24 4.334 -2.753 -7.456
H49 1.327 -3.501 -0.185
H50 0.680 -4.282 -1.655
H51 0.901 -2.521 -1.548
H52 3.773 -3.985 -0.386
H53 3.683 -2.245 -0.864
H54 5.034 -4.670 -1.875
H55 5.779 -3.051 -1.707
H56 3.943 -3.731 -3.886
H57 6.210 -4.513 -4.394
H58 6.869 -3.054 -3.746
H59 6.889 -2.762 -6.200
H60 5.779 -1.695 -5.670
H61 3.381 -3.233 -7.678
H62 4.993 -2.806 -8.322
H63 4.233 -1.687 -7.252
C25 1.940 4.914 2.539
C26 2.209 6.226 1.853
C27 2.558 6.087 0.293
O10 3.766 5.377 0.130
C28 3.994 4.964 -1.185
N4 1.224 7.223 2.244
H64 2.092 5.136 3.596
H65 2.608 4.087 2.296
H66 0.883 4.690 2.393
H67 3.111 6.613 2.327
H68 2.766 7.052 -0.167
H69 1.825 5.495 -0.257
H70 5.037 4.666 -1.292
H71 3.915 5.902 -1.733
H72 3.306 4.244 -1.630
H73 0.380 6.963 1.753
H74 0.908 7.257 3.202
C29 -5.419 -1.478 1.568
C30 -6.625 -2.202 2.223
C31 -7.982 -1.655 1.659
O11 -9.002 -2.461 2.231
C32 -10.281 -2.021 2.079
N5 -6.448 -3.648 1.979
H75 -5.774 -0.808 0.785
H76 -4.616 -2.035 1.086
H77 -5.010 -0.925 2.414
H78 -6.747 -2.074 3.299
H79 -8.044 -1.691 0.572
H80 -8.028 -0.600 1.932
H81 -10.675 -1.921 1.067
H82 -10.534 -1.125 2.646
H83 -10.931 -2.804 2.470
H84 -6.280 -3.694 0.984
H85 -7.443 -3.820 2.026
C33 -2.812 4.283 6.193
C34 -2.347 2.969 5.792
C35 -2.873 2.212 4.594
O12 -2.342 0.916 4.336
C36 -2.919 -0.065 5.127
N6 -0.906 3.100 5.566
H86 -2.512 5.011 5.440
H87 -2.328 4.515 7.142
H88 -3.882 4.407 6.361
H89 -2.462 2.420 6.727
H90 -2.698 2.766 3.671
H91 -3.962 2.186 4.568
H92 -3.148 0.187 6.162
H93 -2.317 -0.963 5.266
H94 -3.846 -0.346 4.626
H95 -0.565 2.193 5.284
H96 -0.887 3.607 4.693

## Properties
Spin multiplicity ... 2
Net charge ... -1
Expectation value of S² ... 0.75
E_HOMO (alpha / beta) ... 0.8 / -6.1 eV
Largest force on an atom ... 3.32 eV/Å


C5H9F | ωB97M-V/def2-TZVPD

Geometry (Å):
C1 0.158 2.223 -0.375
C2 -0.832 1.100 -0.372
C3 -0.101 -0.188 -0.442
C4 -0.053 -1.105 0.536
C5 0.577 -2.452 0.557
H1 0.813 2.281 0.466
H2 0.850 2.153 -1.217
H3 -0.396 3.169 -0.430
H4 -1.519 1.236 -1.283
H5 -1.618 1.275 0.490
H6 0.552 -0.310 -1.294
H7 -0.125 -3.212 0.935
H8 0.905 -2.806 -0.418
H9 1.467 -2.557 1.179
F1 -0.679 -0.805 1.668

## Properties
Energy above the lowest of the compared OMol25 structures with the same formula, charge and spin ... 0.441 eV
E_HOMO ... -8.9 eV
Largest force on an atom ... 2.81 eV/Å
SMILES ... CC/C=C(/C)F


CO3S | ωB97M-V/def2-TZVPD

Geometry (Å):
C1 1.603 0.098 0.006
O1 0.590 -0.355 0.249
O2 -4.127 0.123 -0.354
O3 2.559 0.677 -0.170
S1 -2.178 -0.320 0.349

## Properties
Energy above the lowest of the compared OMol25 structures with the same formula, charge and spin ... 4.499 eV
E_HOMO (alpha / beta) ... -10.8 / -10.8 eV
Largest force on an atom ... 7.72 eV/Å
SMILES ... O=C=O.O=S


Q: Look up the largest force on an atom of the first one.
A: 18.73 eV/Å


Q: What is the largest force on an atom in the tenth record?
A: 7.72 eV/Å


Q: Which of these has the highest largest force on an atom?
A: C24H30N4O5


Q: What is the largest force on an atom in the tenth record?
A: 7.72 eV/Å